1.
# C30H27As2CaF6NO4S

C30H27As2CaF6NO4S as an isolated structure (ωB97M-V/def2-TZVPD, the Open Molecules 2025 dataset).

Calculated values
- DFT total energy: -208488.3303 eV
- F_max: 0.30 eV/Å
- Energy above the lowest of the compared OMol25 structures with the same formula, charge and spin: 10.9 kcal/mol
- Net charge: -2
- Spin multiplicity: 1
- HOMO-LUMO gap: 0.1311 hartree

Element x y z (Å)
Ca  -0.20347  0.90089  -1.97591
C  -1.58066  -2.30611  1.63712
As  -1.59167  -1.60711  -0.21342
C  -3.41459  -0.88398  -0.15046
C  -1.99419  -3.24578  -1.23009
C  -2.64412  -4.30370  -0.58927
C  -2.99424  -5.44751  -1.29338
C  -2.68965  -5.52092  -2.64810
C  -2.03641  -4.46089  -3.26302
C  -1.65867  -3.29122  -2.59024
As  -0.50244  -1.53742  -3.49612
C  -1.70586  -1.63656  -5.04186
C  0.85300  -2.86766  -4.00874
H  -2.55014  -2.71203  1.93144
H  -1.33167  -1.47890  2.30279
H  -0.81906  -3.08045  1.73849
H  -4.10686  -1.66206  0.17809
H  -3.67765  -0.52299  -1.14187
H  -3.43618  -0.03640  0.53537
H  -2.89169  -4.24738  0.46575
H  -3.50114  -6.26558  -0.79202
H  -2.96064  -6.40468  -3.22002
H  -1.80675  -4.56040  -4.32429
H  -1.69680  -2.64067  -5.46933
H  -1.36617  -0.90441  -5.77029
H  -2.71388  -1.39741  -4.70282
H  0.37324  -3.79407  -4.32525
H  1.48289  -3.06973  -3.14098
H  1.46012  -2.43587  -4.80046
C  2.04104  2.73005  5.39090
C  3.23666  2.25644  4.57415
C  3.97074  1.15306  5.32277
C  5.15844  0.65342  4.52227
C  4.70069  0.19021  3.16827
C  5.36678  -0.80211  2.48635
C  4.93375  -1.19576  1.22561
F  5.62789  -2.17684  0.60153
C  3.85313  -0.62378  0.62153
C  3.15619  0.38108  1.30353
C  1.99031  0.99660  0.61662
O  1.69624  0.59411  -0.50676
C  1.33562  2.04341  1.35528
C  1.80446  2.36245  2.58454
N  2.84137  1.77342  3.23796
C  3.56521  0.78284  2.57871
C  0.10590  2.84141  0.87951
O  -0.18789  3.82407  1.57560
O  -0.48743  2.39712  -0.13371
H  2.37332  2.93332  6.41021
H  1.27236  1.95615  5.42374
H  1.59137  3.64106  5.00390
H  3.92913  3.09844  4.44183
H  3.27296  0.33187  5.51446
H  4.28941  1.54803  6.28928
H  5.67261  -0.15724  5.04182
H  5.88347  1.46737  4.40919
H  6.23441  -1.28373  2.92143
H  3.51073  -0.91231  -0.36413
H  1.28913  3.16960  3.08395
F  -4.74051  6.25738  -2.66889
C  -4.17647  5.02797  -2.57748
C  -2.81148  4.85749  -2.75081
F  -2.04499  5.93310  -3.01189
C  -2.25316  3.60434  -2.65939
F  -0.92359  3.46588  -2.84047
C  -2.99680  2.42843  -2.38589
O  -2.45115  1.27774  -2.30301
C  -4.38123  2.65899  -2.22310
F  -5.19377  1.61265  -1.95981
C  -4.94947  3.91421  -2.31451
F  -6.28188  4.06376  -2.14572
S  0.88180  0.34532  -4.34050

2.
# C5H11NO2

C5H11NO2 as an isolated structure (ωB97M-V/def2-TZVPD, the Open Molecules 2025 dataset).

Calculated values
- DFT total energy: -10944.4300 eV
- F_max: 2.97 eV/Å
- Energy above the lowest of the compared OMol25 structures with the same formula, charge and spin: 111.5 kcal/mol
- Spin multiplicity: 1
- HOMO-LUMO gap (spin up / spin down): 0.2824 / 0.2826 hartree

Element x y z (Å)
C  -1.29721  0.05390  -0.60468
C  -2.24261  1.21044  -0.37940
C  -1.65312  -1.24983  0.01869
H  -0.93892  -0.01307  -1.63074
H  -0.27597  0.41529  -0.00420
H  -1.81824  2.14306  -0.74708
H  -0.86369  -1.49763  0.77336
H  -2.59353  -1.20845  0.56401
H  -3.17646  1.02967  -0.91626
H  -2.47983  1.32113  0.67811
H  -1.65933  -2.07403  -0.69154
C  3.22120  -0.10523  0.41924
C  1.89531  0.34168  -0.16382
N  0.85490  0.15654  0.73439
O  0.66059  -0.85411  1.45218
O  1.76630  0.96847  -1.19251
H  3.14539  -1.14989  0.71914
H  3.99336  0.02926  -0.33247
H  3.46186  0.48279  1.30359

3.
# C31H35ClCuN2Si2

C31H35ClCuN2Si2 as an isolated structure (ωB97M-V/def2-TZVPD, the Open Molecules 2025 dataset).

Calculated values
- DFT total energy: -108608.2825 eV
- Expectation value of S²: 0.77
- F_max: 4.40 eV/Å
- Energy above the lowest of the compared OMol25 structures with the same formula, charge and spin: 0.0 kcal/mol
- Spin multiplicity: 2
- HOMO-LUMO gap (spin up / spin down): 0.2213 / 0.1758 hartree

Element x y z (Å)
C  -0.85657  -1.02354  1.08445
C  0.17182  -0.44961  1.87665
C  -0.15336  0.92401  2.12648
H  1.03944  -0.96937  2.28735
C  -1.39030  1.19761  1.43646
C  -1.81986  -0.01760  0.80821
H  -2.74660  -0.15626  0.25660
H  -0.92289  -2.07265  0.79076
H  0.38470  1.61801  2.75830
H  -1.92457  2.14799  1.46564
Cu  0.19912  1.10827  0.12628
Si  2.32232  3.58999  -0.39813
C  3.64043  2.42893  0.22189
C  4.93064  2.67389  -0.27580
H  5.05386  3.30717  -1.15886
C  6.03796  2.22589  0.43612
H  7.01164  2.44689  0.02533
C  5.91236  1.55655  1.64379
H  6.79029  1.21122  2.18239
C  4.64120  1.38670  2.17769
H  4.52000  0.90743  3.13954
C  3.51138  1.84078  1.49451
H  2.52533  1.77312  1.97347
C  1.26587  4.33129  1.22815
C  1.68561  4.37195  2.65518
H  2.50580  3.74053  3.03740
C  0.65460  4.72404  3.60810
H  0.90069  4.69996  4.67309
C  -0.64299  4.99709  3.20299
H  -1.40384  5.26574  3.94283
C  -1.03871  4.90558  1.85717
H  -2.09582  5.02655  1.58086
C  -0.10520  4.62505  0.87706
H  -0.37748  4.60425  -0.18381
H  1.10513  2.62118  -0.06699
Si  2.58814  5.56451  1.37061
C  1.96409  7.27369  1.55378
C  2.54963  8.10243  2.53266
H  3.62922  8.03077  2.72347
C  1.73325  8.98533  3.25864
H  2.16217  9.55156  4.09245
C  0.38443  9.14009  2.90809
H  -0.28405  9.75274  3.52369
C  -0.09812  8.53428  1.73655
H  -1.12844  8.70977  1.40644
C  0.73204  7.68673  0.99317
H  0.41637  7.26618  0.03090
C  4.45374  5.52409  1.68119
C  4.93895  5.15675  2.95410
H  4.22456  4.94177  3.76049
C  6.32111  5.11263  3.21189
H  6.67629  4.77868  4.19652
C  7.23128  5.51856  2.22488
H  8.30766  5.49531  2.42413
C  6.76635  6.00512  0.99228
H  7.47707  6.35627  0.23382
C  5.38528  6.03045  0.74002
H  5.01237  6.44399  -0.20590
H  3.09254  4.66488  -0.89126
Cl  1.84356  3.30643  -2.52477
N  -0.59251  1.33961  -1.75853
C  -0.24309  0.07734  -2.46093
C  1.24514  -0.23751  -2.26974
N  1.71196  0.16319  -0.90937
H  -0.14314  2.15618  -2.19376
H  -1.59979  1.48902  -1.73140
H  -0.85077  -0.73645  -2.02542
H  -0.46702  0.16626  -3.53964
H  1.38903  -1.32140  -2.38277
H  1.84770  0.28572  -3.03273
H  1.92015  -0.65117  -0.33230
H  2.59920  0.66520  -0.96721

4.
# C5H28NO9

A 9-piece molecular cluster, C5H28NO9 overall (ωB97M-V/def2-TZVPD, the Open Molecules 2025 dataset).

Calculated values
- DFT total energy: -25553.5023 eV
- Expectation value of S²: 0.75
- F_max: 2.60 eV/Å
- Energy above the lowest of the compared OMol25 structures with the same formula, charge and spin: 7.1 kcal/mol
- Spin multiplicity: 2
- HOMO-LUMO gap (spin up / spin down): 0.3681 / 0.2124 hartree

Element x y z (Å)
C  1.47576  2.60109  -0.79307
O  1.62487  1.92140  -2.06597
C  2.33339  1.91073  0.27379
C  1.53887  1.25075  1.39467
C  0.75464  0.03296  0.82453
C  0.60436  -1.90441  2.39577
N  0.07290  -0.64347  1.93879
H  1.78462  3.61461  -1.10623
H  0.42245  2.59103  -0.54461
H  3.04779  2.71413  0.58927
H  3.09420  1.19874  -0.10203
H  2.19910  0.89177  2.16391
H  0.85950  1.90732  1.98277
H  1.33788  -0.68635  0.25145
H  -0.02655  0.43365  0.15783
H  1.65251  -1.82099  2.62799
H  0.46333  -2.69156  1.59363
H  0.17649  -2.12392  3.36023
H  -0.96906  -0.72500  1.89169
H  1.05513  -1.21611  -3.07627
H  -0.26484  -1.30106  -2.37885
O  0.53345  -1.90987  -2.65787
H  2.96442  -0.68519  1.32463
H  2.96234  -1.99866  0.55097
O  3.49101  -1.48572  1.17380
H  -2.66198  -0.13335  0.43826
H  -3.27730  -1.42034  0.90888
O  -2.51683  -0.84501  1.06782
H  -1.88312  1.40625  -1.34867
H  -2.56511  2.41040  -2.19838
O  -2.20502  2.35014  -1.30975
H  1.11250  1.10377  -1.98222
H  -1.34653  -0.08231  -2.76219
O  -1.16286  -0.18235  -1.81322
H  -2.91779  1.34293  1.57840
H  -2.94284  2.41639  0.47786
O  -3.12917  2.26853  1.42543
H  -3.21021  -2.21115  -1.47969
H  -2.65766  -0.71693  -1.54876
O  -3.45278  -1.28766  -1.35969
H  1.04165  -3.04658  -1.10464
H  0.16630  -2.15857  -0.41892
O  0.42019  -3.09005  -0.34131

5.
# C5H8O2

A 2-piece molecular cluster, C5H8O2 overall (ωB97M-V/def2-TZVPD, the Open Molecules 2025 dataset).

Calculated values
- DFT total energy: -9408.6945 eV
- F_max: 1.67 eV/Å
- Energy above the lowest of the compared OMol25 structures with the same formula, charge and spin: 26.2 kcal/mol
- Spin multiplicity: 1
- HOMO-LUMO gap: 0.3861 hartree

Element x y z (Å)
C  -0.93316  1.17331  -0.94238
C  0.21015  -0.04339  0.52369
C  -0.85637  -0.98218  1.04649
C  0.21769  0.09585  -0.95840
C  2.70683  -0.90102  0.34468
O  3.60400  -0.38228  0.80640
O  0.86903  0.67018  1.24908
H  -0.49002  2.14415  -1.14965
H  -1.70724  0.93228  -1.65772
H  -1.45816  1.31251  0.02549
H  -0.33714  -1.87466  1.39932
H  -1.37776  -0.52630  1.88937
H  -1.57954  -1.28000  0.27889
H  -0.02468  -0.83885  -1.49220
H  1.15636  0.50039  -1.36307

> Which formula does entry 3 have?

C31H35ClCuN2Si2

> Look up the F_max of the third one.

4.40 eV/Å